Arrangement a

{
  "formula": "C3H7N2",
  "method": "the ωB97M-V functional and the def2-TZVPD basis",
  "species": ["C", "C", "C", "N", "N", "H", "H", "H", "H", "H", "H", "H"],
  "coordinates": [[-1.223, -0.872, 0.096], [-0.496, 1.313, -0.095], [-0.027, -0.060, 0.469], [-2.172, -0.097, -0.310], [1.268, -0.465, -0.278], [-1.191, -1.869, 0.354], [-0.514, 2.238, 0.561], [-0.336, 1.501, -1.065], [0.167, -0.004, 1.519], [1.169, -0.300, -1.266], [1.278, -1.470, 0.068], [2.078, 0.084, -0.053]],
  "homo_lumo_gap_ev": [9.55, 8.94],
  "total_charge": 1,
  "e_lumo_ha": [-0.18091, -0.17814]
}

***

Arrangement b

{
  "formula": "C3H7N2",
  "method": "the ωB97M-V functional and the def2-TZVPD basis",
  "species": ["H", "N", "C", "C", "C", "N", "H", "H", "H", "H", "H", "H"],
  "coordinates": [[0.760, 0.497, 1.303], [0.277, 1.373, 1.208], [-0.321, 1.533, 0.166], [-0.463, 0.298, -0.812], [-0.377, -0.981, -0.155], [0.699, -1.464, 0.367], [-0.595, 2.453, -0.288], [-1.441, 0.712, -1.334], [0.396, 0.489, -1.408], [-1.231, -1.544, -0.184], [0.621, -2.425, 0.763], [1.676, -0.943, 0.373]],
  "homo_lumo_gap_ev": 8.81,
  "total_charge": 1,
  "e_lumo_ha": -0.20365,
  "smiles": "[H]/N=C\\CC=[NH2+]"
}

***

Pick arrangement b: it beats the second-best structure by 2.376 eV.

***

Arrangement a

{
  "formula": "C5H11NO2",
  "method": "the ωB97M-V functional and the def2-TZVPD basis",
  "species": ["C", "N", "C", "C", "C", "C", "O", "H", "H", "H", "H", "H", "H", "H", "H", "H", "O", "H", "H"],
  "coordinates": [[-1.964, 0.447, 0.385], [-1.619, -0.763, 0.486], [-0.885, -1.322, -0.642], [0.556, -1.627, -0.207], [1.337, -0.339, 0.031], [1.366, 0.613, -1.132], [1.571, 1.794, -1.022], [-1.946, 1.033, -0.538], [-2.364, 0.948, 1.265], [-0.869, -0.702, -1.547], [-1.347, -2.251, -0.896], [0.516, -2.191, 0.721], [0.982, -2.213, -1.025], [0.922, 0.105, 0.935], [2.401, -0.515, 0.222], [1.305, 0.159, -2.143], [-0.082, 2.552, 1.918], [0.004, 1.647, 2.212], [0.117, 2.625, 0.978]],
  "homo_lumo_gap_ev": 10.96,
  "total_charge": 0,
  "e_lumo_ha": 0.03177,
  "smiles": "C=NCCCC=O.O"
}

***

Arrangement b

{
  "formula": "C5H11NO2",
  "method": "the ωB97M-V functional and the def2-TZVPD basis",
  "species": ["H", "N", "C", "C", "C", "C", "H", "H", "H", "H", "H", "H", "O", "C", "O", "H", "H", "H", "H"],
  "coordinates": [[-0.589, 0.991, -2.708], [-0.305, 0.967, -1.733], [0.761, 0.293, -1.493], [1.245, 0.187, -0.134], [0.747, 1.014, 0.804], [2.225, -0.912, 0.175], [1.205, -0.394, -2.221], [0.973, 0.887, 1.852], [0.182, 1.888, 0.530], [3.209, -0.665, -0.229], [2.329, -1.054, 1.250], [1.910, -1.862, -0.262], [-2.179, 0.617, 1.554], [-2.130, -0.006, 0.302], [-1.597, -1.298, 0.360], [-2.715, 0.078, 2.152], [-3.141, -0.129, -0.112], [-1.489, 0.611, -0.551], [-0.639, -1.212, 0.465]],
  "homo_lumo_gap_ev": 9.50,
  "total_charge": 0,
  "e_lumo_ha": 0.01143,
  "smiles": "[H]/N=C/C(=C)C.OCO"
}

***

Pick arrangement a: it beats the second-best structure by 0.776 eV.

***

Arrangement a

{
  "formula": "C5H11NO2",
  "method": "the ωB97M-V functional and the def2-TZVPD basis",
  "species": ["C", "C", "O", "C", "C", "N", "C", "O", "H", "H", "H", "H", "H", "H", "H", "H", "H", "H", "H"],
  "coordinates": [[2.699, -0.990, 1.035], [1.314, -0.622, 0.641], [0.543, -1.693, 0.160], [1.427, 0.453, -0.430], [0.143, 1.304, -0.825], [-1.083, 0.828, -0.147], [-2.420, 0.633, -0.594], [-3.343, 0.237, 0.071], [3.171, -1.859, 0.711], [2.791, -1.407, 2.044], [3.438, -0.096, 1.013], [0.851, -0.303, 1.561], [0.216, -1.530, -0.699], [2.180, 1.206, -0.003], [1.696, -0.076, -1.279], [-0.045, 1.419, -1.861], [0.345, 2.368, -0.502], [-1.010, 0.704, 0.934], [-2.643, 0.752, -1.698]],
  "homo_lumo_gap_ev": 10.37,
  "total_charge": 0,
  "e_lumo_ha": 0.02884,
  "smiles": "C[C@H](O)CCNC=O"
}

***

Arrangement b

{
  "formula": "C5H11NO2",
  "method": "the ωB97M-V functional and the def2-TZVPD basis",
  "species": ["C", "C", "C", "O", "C", "N", "C", "O", "H", "H", "H", "H", "H", "H", "H", "H", "H", "H", "H"],
  "coordinates": [[0.007, 0.595, 0.527], [-1.056, -0.305, -0.209], [-1.775, -1.257, 0.766], [-1.809, 0.496, -0.937], [1.349, 0.392, -0.030], [1.845, 1.186, -0.977], [0.962, 1.498, -2.126], [1.230, -1.653, 2.198], [-0.307, 1.565, 0.561], [-0.016, 0.241, 1.578], [-0.311, -0.905, -0.818], [-2.377, -0.736, 1.501], [-2.364, -1.859, 0.081], [-0.978, -1.683, 1.337], [1.415, -1.860, 3.137], [1.980, -0.335, 0.554], [1.560, 1.116, -2.939], [0.714, 2.569, -2.281], [-0.070, 0.935, -1.924]],
  "homo_lumo_gap_ev": 3.87,
  "total_charge": 0,
  "e_lumo_ha": -0.17261
}

***

Pick arrangement a: it beats the second-best structure by 8.049 eV.

***

Arrangement a

{
  "formula": "C5H11NO2",
  "method": "the ωB97M-V functional and the def2-TZVPD basis",
  "species": ["C", "N", "C", "C", "C", "C", "O", "O", "H", "H", "H", "H", "H", "H", "H", "H", "H", "H", "H"],
  "coordinates": [[1.941, 0.934, 1.085], [1.529, -0.301, 1.103], [0.048, -0.449, 1.321], [-0.415, -1.959, 0.929], [-0.518, -0.073, -2.710], [-0.503, 1.026, -1.982], [-2.327, -0.714, -0.709], [1.182, 1.927, 1.139], [3.044, 1.118, 0.913], [-0.547, 0.306, 0.699], [-0.097, -0.420, 2.434], [-1.352, -2.169, 1.576], [-0.776, -1.935, -0.189], [0.484, -2.569, 1.060], [-1.298, -0.855, -2.425], [0.067, -0.284, -3.601], [-1.467, 1.399, -1.685], [0.344, 1.390, -1.442], [-3.266, -0.455, -0.364]],
  "homo_lumo_gap_ev": 3.71,
  "total_charge": 0,
  "e_lumo_ha": -0.17526
}

***

Arrangement b

{
  "formula": "C5H11NO2",
  "method": "the ωB97M-V functional and the def2-TZVPD basis",
  "species": ["C", "C", "O", "N", "C", "C", "C", "O", "H", "H", "H", "H", "H", "H", "H", "H", "H", "H", "H"],
  "coordinates": [[-2.136, 0.720, -1.735], [-0.915, -0.218, -1.251], [-0.878, -1.345, -1.606], [-0.049, 0.377, -0.205], [1.356, 0.759, -0.604], [-0.136, -0.556, 1.013], [0.456, 0.034, 2.183], [1.945, 0.127, 1.926], [-2.642, 0.273, -2.532], [-1.778, 1.723, -1.881], [-2.879, 0.641, -0.835], [1.854, -0.097, -1.214], [1.188, 1.562, -1.362], [1.940, 1.228, 0.104], [-1.076, -1.099, 1.112], [0.440, -1.539, 0.680], [0.384, 1.141, 2.286], [0.344, -0.357, 3.181], [2.284, -0.808, 1.699]],
  "homo_lumo_gap_ev": 9.90,
  "total_charge": 0,
  "e_lumo_ha": 0.03137,
  "smiles": "CC(=O)N(C)CCO"
}

***

Arrangement c

{
  "formula": "C5H11NO2",
  "method": "the ωB97M-V functional and the def2-TZVPD basis",
  "species": ["C", "N", "C", "C", "O", "C", "C", "O", "H", "H", "H", "H", "H", "H", "H", "H", "H", "H", "H"],
  "coordinates": [[-0.966, -0.721, 2.060], [-0.485, 0.160, 1.023], [0.856, 0.705, 1.196], [-1.060, 0.064, -0.211], [-2.158, -0.444, -0.361], [-0.406, 0.695, -1.425], [0.885, 0.028, -1.925], [1.130, -1.243, -1.312], [-0.956, -0.188, 3.016], [-1.982, -1.007, 1.838], [-0.370, -1.632, 2.105], [0.801, 1.739, 1.502], [1.493, 0.542, 0.339], [1.354, 0.227, 2.024], [-1.146, 0.659, -2.217], [-0.199, 1.755, -1.242], [0.924, -0.086, -3.014], [1.756, 0.639, -1.679], [0.528, -1.890, -1.716]],
  "homo_lumo_gap_ev": 9.94,
  "total_charge": 0,
  "e_lumo_ha": 0.02990,
  "smiles": "CN(C)C(=O)CCO"
}

***

Arrangement d

{
  "formula": "C5H11NO2",
  "method": "the ωB97M-V functional and the def2-TZVPD basis",
  "species": ["C", "C", "C", "C", "O", "N", "C", "O", "H", "H", "H", "H", "H", "H", "H", "H", "H", "H", "H"],
  "coordinates": [[-0.396, -2.054, -1.374], [-0.788, -0.677, -0.964], [0.549, -0.023, -0.420], [0.459, -0.413, 1.098], [0.538, -1.873, 1.053], [0.701, 1.400, -0.501], [-0.086, 2.317, 0.318], [-1.141, 1.967, 0.672], [-0.972, -2.826, -0.759], [-0.561, -2.253, -2.319], [0.658, -2.304, -1.015], [-1.266, 0.098, -1.730], [-1.731, -0.678, -0.270], [1.505, -0.501, -0.731], [1.310, 0.054, 1.604], [-0.427, -0.025, 1.576], [1.019, -2.037, 1.858], [1.642, 1.709, -0.790], [0.311, 3.302, 0.330]],
  "homo_lumo_gap_ev": 9.84,
  "total_charge": 0,
  "e_lumo_ha": 0.02775,
  "smiles": "CC[C@H](CO)NC=O"
}

***

Pick arrangement c: it beats the second-best structure by 1.819 eV.

***

Arrangement a

{
  "formula": "C5H11NO2",
  "method": "the ωB97M-V functional and the def2-TZVPD basis",
  "species": ["C", "C", "C", "C", "O", "N", "C", "O", "H", "H", "H", "H", "H", "H", "H", "H", "H", "H", "H"],
  "coordinates": [[-1.759, 1.414, -2.228], [-2.029, 1.027, -0.782], [-1.018, -0.101, -0.372], [0.344, 0.346, -0.080], [0.814, 1.384, -0.515], [1.110, -0.203, 1.008], [0.801, -1.482, 1.688], [1.929, -2.357, 1.443], [-2.208, 0.875, -3.048], [-0.693, 1.682, -2.293], [-2.181, 2.402, -2.473], [-2.072, 1.840, -0.065], [-2.920, 0.397, -0.868], [-1.209, -0.666, -1.285], [-1.291, -0.763, 0.455], [1.625, 0.524, 1.475], [0.930, -1.328, 2.755], [-0.094, -1.949, 1.289], [2.441, -2.016, 0.704]],
  "homo_lumo_gap_ev": 10.75,
  "total_charge": 0,
  "e_lumo_ha": 0.03192,
  "smiles": "CCCC(=O)NCO"
}

***

Arrangement b

{
  "formula": "C5H11NO2",
  "method": "the ωB97M-V functional and the def2-TZVPD basis",
  "species": ["C", "C", "C", "C", "N", "O", "C", "O", "H", "H", "H", "H", "H", "H", "H", "H", "H", "H", "H"],
  "coordinates": [[0.970, -0.120, -1.681], [-0.089, 0.128, -0.639], [-1.394, -0.593, -0.863], [0.418, 0.135, 0.795], [0.158, -1.081, 1.524], [1.747, 0.553, 0.958], [-0.516, 1.360, 1.152], [-1.563, 1.169, 1.766], [0.547, -0.042, -2.681], [1.356, -1.134, -1.540], [1.802, 0.576, -1.596], [-0.447, 1.384, -0.540], [-1.258, -1.662, -0.697], [-1.756, -0.430, -1.876], [-2.142, -0.216, -0.160], [-0.841, -1.129, 1.716], [0.596, -0.995, 2.437], [2.318, -0.179, 0.692], [0.094, 2.276, 1.233]],
  "homo_lumo_gap_ev": 9.71,
  "total_charge": 0,
  "e_lumo_ha": 0.02486,
  "smiles": "CC(C)[C@@](N)(O)C=O"
}

***

Arrangement c

{
  "formula": "C5H11NO2",
  "method": "the ωB97M-V functional and the def2-TZVPD basis",
  "species": ["C", "N", "C", "C", "C", "O", "C", "O", "H", "H", "H", "H", "H", "H", "H", "H", "H", "H", "H"],
  "coordinates": [[1.030, 1.601, -0.639], [1.460, 0.232, -0.629], [0.409, -0.773, -0.334], [-0.144, -0.759, 1.038], [-0.695, 0.651, 1.069], [-1.214, -1.838, 0.993], [0.244, -1.680, -1.322], [1.011, -1.818, -2.355], [2.001, 2.107, -0.812], [0.200, 1.982, -1.253], [0.808, 1.904, 0.392], [1.632, -0.059, -1.655], [-1.778, 0.761, 1.668], [0.648, -1.181, 1.720], [-0.951, 0.975, 0.009], [-0.451, 1.343, 1.836], [-2.112, 0.259, 2.239], [-1.541, -1.297, -0.718], [-0.557, -2.409, -1.249]],
  "homo_lumo_gap_ev": 5.28,
  "total_charge": 0,
  "e_lumo_ha": -0.08817
}

***

Arrangement d

{
  "formula": "C5H11NO2",
  "method": "the ωB97M-V functional and the def2-TZVPD basis",
  "species": ["C", "C", "C", "N", "C", "C", "O", "O", "H", "H", "H", "H", "H", "H", "H", "H", "H", "H", "H"],
  "coordinates": [[-1.003, 0.559, -0.816], [-0.573, 1.894, -1.517], [-0.307, -0.614, -1.567], [0.081, -1.572, -0.674], [0.817, -1.352, 0.471], [0.032, -1.556, 1.784], [1.091, 1.315, 1.331], [-0.352, -0.653, -2.755], [-0.723, 0.737, 0.222], [-2.077, 0.432, -0.871], [-0.550, 1.687, -2.567], [-1.286, 2.657, -1.210], [0.352, 2.214, -1.099], [1.845, 1.456, 1.917], [1.342, -0.369, 0.484], [1.671, -2.053, 0.520], [-0.532, -2.487, 1.770], [-0.578, -0.682, 1.972], [0.751, -1.614, 2.604]],
  "homo_lumo_gap_ev": 4.93,
  "total_charge": 0,
  "e_lumo_ha": -0.14783
}

***

Pick arrangement a: it beats the second-best structure by 0.584 eV.